(1)
Formula: C43H54AsF4HfIN4O6PS
Source: OMol25
Level of theory: the ωB97M-V functional and the def2-TZVPD basis

Properties
* net charge: +1
* maximum force: 1.78 eV/A
* LUMO energy: -2.59 eV
* HOMO level: -10.677 eV
* multiplicity: 1
* frontier orbital gap: 8.083 eV

```
116
Properties=species:S:1:pos:R:3:forces:R:3
Hf 0.241932 -0.263929 -0.837953 -0.57 1.28 1.09
C -3.600236 -1.553567 -1.256126 0.23 -0.19 -0.02
P -2.366024 -0.993999 -0.032518 -0.61 0.00 0.36
C -3.009721 0.659528 0.410296 0.09 0.05 0.01
C -2.062540 1.619521 0.754528 -0.09 -0.07 -0.10
C -2.427042 2.893080 1.163227 -0.01 0.06 0.01
C -3.770141 3.232383 1.195950 -0.05 0.01 0.01
C -4.731164 2.305571 0.799158 0.02 0.01 -0.03
C -4.355323 1.029474 0.405366 -0.08 0.01 -0.05
C -2.823953 -2.080999 1.389109 0.07 -0.02 -0.02
C -3.974902 -1.842433 2.138915 0.06 0.02 -0.01
C -4.384139 -2.737126 3.119225 0.01 -0.01 0.02
C -3.645031 -3.885026 3.371066 -0.01 0.05 0.01
C -2.485477 -4.123048 2.646077 0.04 0.03 -0.03
C -2.079538 -3.228974 1.663621 -0.05 -0.03 -0.04
H -4.514241 -1.825313 -0.732282 -0.06 0.00 0.00
H -3.207171 -2.432622 -1.762659 -0.02 -0.02 0.01
H -3.806420 -0.784061 -1.991920 0.02 0.04 -0.03
H -1.009470 1.349885 0.734641 0.04 0.13 0.26
H -1.669740 3.617432 1.439137 -0.04 -0.04 -0.02
H -4.071367 4.223557 1.514810 0.01 -0.06 -0.02
H -5.779167 2.580134 0.796366 0.04 0.00 0.01
H -5.115337 0.326280 0.081655 0.04 0.04 0.05
H -4.555574 -0.942616 1.980555 -0.03 -0.03 -0.04
H -5.289085 -2.537537 3.681156 0.05 0.00 -0.01
H -3.973387 -4.589250 4.126265 0.02 0.03 -0.03
H -1.897481 -5.015218 2.833888 -0.04 0.06 -0.03
H -1.179581 -3.439810 1.103771 -0.05 0.00 -0.02
N 1.418817 2.445831 1.045798 0.12 -0.02 0.25
C 2.023599 2.893546 2.152846 0.01 -0.02 0.02
C 2.425827 1.785604 2.870668 0.02 0.00 0.03
C 2.013795 0.698820 2.096640 0.09 -0.09 0.10
N 1.404450 1.103486 0.985178 -0.37 -0.10 -0.33
H 1.082833 2.995720 0.263045 -0.07 0.02 -0.04
H 2.129181 3.950414 2.342609 -0.02 -0.06 -0.02
H 2.948371 1.768476 3.813285 -0.04 0.00 -0.08
H 2.142377 -0.354631 2.294990 0.00 0.11 -0.03
F 2.020289 -3.929381 -3.324399 0.05 -0.13 -0.06
C 1.026879 -3.100527 -3.055169 0.21 0.17 0.26
F 1.509073 -1.842040 -3.133630 -0.10 -0.29 -0.34
F 0.052395 -3.265457 -3.919976 -0.01 0.03 -0.09
S 0.410660 -3.372139 -1.315362 -0.06 -0.49 -0.13
O 1.027797 -2.143348 -0.635285 -0.25 -1.24 -0.55
O 0.989137 -4.580618 -0.833006 0.21 0.20 0.10
O -1.014672 -3.270953 -1.380518 0.04 0.03 0.03
C 4.234893 -2.983147 -0.597452 0.03 0.06 -0.01
C 4.280152 -1.914907 -1.690292 -0.26 -0.26 0.19
As 3.284973 -0.278957 -1.290199 0.34 0.08 -0.40
C 4.511222 0.544149 -0.004625 -0.07 0.00 0.12
C 5.997901 0.240601 -0.141013 0.02 0.07 0.05
C 3.692130 0.747860 -2.920060 0.04 -0.17 -0.07
C 4.994608 0.447820 -3.654345 -0.06 0.03 -0.06
H 4.832784 -3.846740 -0.894122 0.01 0.04 0.03
H 3.227195 -3.343347 -0.398190 0.01 0.03 -0.02
H 4.647555 -2.603682 0.342163 -0.01 -0.01 -0.02
H 3.907703 -2.298593 -2.638203 0.00 -0.04 0.01
H 5.305288 -1.598837 -1.853007 0.11 0.03 -0.11
H 4.169636 0.237993 0.981086 0.02 0.00 0.07
H 4.319488 1.616363 -0.072001 0.00 0.09 0.04
H 6.208772 -0.823459 -0.029110 0.00 0.05 0.01
H 6.539764 0.765474 0.647950 0.04 -0.03 -0.02
H 6.410664 0.568544 -1.092381 0.00 0.00 0.01
H 3.647533 1.796195 -2.626661 0.00 0.09 -0.02
H 2.853849 0.570054 -3.595213 -0.04 0.03 -0.04
H 5.876289 0.657409 -3.054428 0.03 0.00 0.01
H 5.049660 1.073021 -4.547185 0.03 -0.02 0.01
H 5.045605 -0.589989 -3.982465 0.00 0.02 0.00
C -1.780757 0.245348 3.755770 0.15 0.01 0.10
N -0.687283 -0.681295 3.979418 0.01 0.04 0.09
C -0.468149 -1.025426 5.382763 -0.07 -0.02 -0.09
C 0.965178 -1.439150 5.595583 0.02 0.03 -0.02
C 1.238417 -2.598688 4.672987 -0.08 -0.01 -0.10
N 0.874068 -2.257038 3.298972 0.08 0.11 0.01
C 1.432270 -3.155761 2.305180 0.02 -0.01 0.13
C -0.023330 -1.281280 2.961595 0.01 -0.21 -0.03
O -0.209486 -0.949216 1.763444 0.18 -0.09 0.11
H -1.517994 1.247775 4.104413 0.02 0.00 0.00
H -2.659114 -0.099061 4.304338 -0.01 0.00 0.01
H -2.023064 0.285297 2.710093 -0.03 -0.01 -0.13
H -1.148344 -1.829868 5.682445 -0.04 0.00 0.01
H -0.716035 -0.146584 5.975626 -0.02 0.05 0.01
H 1.140961 -1.724051 6.631874 -0.01 0.00 0.00
H 1.624763 -0.602732 5.350513 0.02 0.00 0.05
H 0.681483 -3.483869 4.998029 -0.01 -0.03 -0.01
H 2.296689 -2.861976 4.675746 0.04 -0.02 -0.03
H 2.526300 -3.131848 2.337026 -0.04 0.01 0.01
H 1.106019 -2.868231 1.322958 -0.01 0.06 -0.07
H 1.108149 -4.182433 2.500376 0.02 0.03 0.01
I -6.488062 2.620779 -5.466863 0.01 -0.01 0.00
C -4.731639 1.667750 -4.873758 -0.06 0.04 -0.03
C -4.051781 0.856345 -5.773748 0.07 -0.03 0.02
C -2.871821 0.242180 -5.381340 0.00 0.00 -0.07
C -2.396001 0.407046 -4.086539 -0.14 -0.01 0.20
C -3.091611 1.214050 -3.194121 -0.05 0.02 -0.01
C -4.254583 1.861170 -3.584606 0.05 -0.03 0.04
C -1.085740 -0.197522 -3.710734 -0.15 0.16 0.25
O -0.185330 -0.241817 -4.501307 0.30 -0.31 -0.10
O -0.974427 -0.607747 -2.424590 0.68 0.29 -0.27
H -4.429231 0.715198 -6.778073 0.00 0.01 0.05
H -2.309993 -0.368953 -6.078036 -0.04 0.05 0.03
H -2.722872 1.341435 -2.183980 0.00 0.02 -0.01
H -4.781701 2.508046 -2.892542 0.03 -0.06 -0.05
F 0.187325 7.235020 -0.706554 0.00 0.03 -0.01
C 0.269463 5.929348 -1.012684 -0.01 0.03 0.02
C 1.508024 5.360082 -1.210873 0.18 -0.12 -0.02
C 1.576552 4.004275 -1.518166 0.06 0.14 -0.07
C 0.434872 3.201235 -1.615929 0.10 -0.12 -0.19
C 0.535389 1.737279 -1.983754 -0.11 0.55 0.21
C -0.795606 3.837800 -1.431889 -0.09 0.01 -0.01
C -0.889214 5.190735 -1.132908 -0.17 -0.14 -0.01
H 2.400409 5.971433 -1.147530 -0.06 -0.03 0.01
H 2.549319 3.558655 -1.697934 0.00 0.02 0.03
H -0.196220 1.617751 -2.775353 -0.08 0.02 -0.14
H 1.488586 1.614005 -2.490932 0.04 -0.04 -0.11
H -1.709346 3.263943 -1.541222 0.06 0.06 -0.01
H -1.852612 5.672585 -1.006438 0.08 -0.03 0.00
```
Forces are in eV/Å.



(2)
Formula: C43H55BN8PdSb
Source: OMol25
Level of theory: the ωB97M-V functional and the def2-TZVPD basis

Properties
* net charge: +3
* ΔE to the lowest compared entry with this formula, charge and spin: 0.0 kcal/mol
* maximum force: 0.44 eV/A
* LUMO energy (spin up / spin down): -8.24 / -12.29 eV
* HOMO level (spin up / spin down): -15.670 / -15.826 eV
* multiplicity: 5
* frontier orbital gap (spin up / spin down): 7.432 / 3.541 eV

```
109
Properties=species:S:1:pos:R:3:forces:R:3
Pd 0.219996 0.169904 2.430128 0.30 -0.27 -0.17
C -3.834177 -2.443846 1.243652 0.01 -0.03 0.00
C -2.453235 -2.015302 0.735929 0.00 0.04 0.04
C -2.279773 -2.483790 -0.711323 -0.01 0.02 -0.03
C -1.362976 -2.592519 1.587934 0.02 -0.03 -0.10
C -1.177328 -3.942503 1.881365 0.01 -0.01 0.05
C -0.016753 -3.993639 2.626193 0.01 -0.01 -0.07
N 0.460262 -2.753457 2.759767 0.02 -0.01 -0.02
N -0.357726 -1.879406 2.124982 -0.14 0.06 0.06
B 1.710922 -2.310454 3.541452 0.02 0.04 0.09
N 2.639824 -1.493944 2.616717 -0.01 -0.04 0.03
C 3.950675 -1.645427 2.387246 0.01 0.00 -0.02
C 4.406417 -0.547754 1.686583 0.00 -0.03 -0.02
C 3.290549 0.279492 1.525293 0.05 0.00 0.03
N 2.231625 -0.323054 2.083118 0.04 0.09 -0.14
C 3.263116 1.659939 0.930611 0.00 0.01 0.03
C 4.050241 1.718278 -0.376766 0.02 0.03 0.00
C 1.851458 2.202732 0.742425 0.00 0.01 0.00
N 1.265075 -1.386914 4.702784 0.00 -0.02 -0.08
C 1.433902 -1.530616 6.021422 0.05 0.01 0.01
C 0.986987 -0.385305 6.651196 0.04 -0.02 0.01
C 0.549610 0.453148 5.627425 0.07 -0.01 0.04
N 0.713447 -0.178051 4.455294 -0.25 0.16 0.14
C 0.022876 1.852393 5.772329 0.00 0.00 -0.03
C -1.505619 1.882510 5.803620 0.00 -0.01 -0.02
C 0.576957 2.799738 4.711144 0.00 0.02 -0.01
H -4.628527 -1.925558 0.702642 0.00 0.00 0.00
H -3.962602 -2.284038 2.314666 0.01 -0.02 -0.02
H -3.977372 -3.511066 1.071850 -0.01 0.00 0.00
H -2.357111 -0.919884 0.764529 -0.02 -0.01 0.00
H -2.351860 -3.570865 -0.762428 0.00 0.00 -0.01
H -1.304774 -2.206673 -1.112762 0.01 -0.01 0.02
H -3.058084 -2.069836 -1.354496 0.01 0.02 0.01
H -1.801415 -4.770032 1.590881 0.01 0.00 0.00
H 0.506580 -4.829552 3.060625 -0.01 0.00 0.01
H 2.285080 -3.264479 3.965732 -0.02 0.00 0.00
H 4.471773 -2.517533 2.747236 0.00 0.01 0.00
H 5.413655 -0.359815 1.358032 0.00 0.00 0.01
H 3.768666 2.312513 1.650321 -0.02 -0.01 0.02
H 3.606871 1.057990 -1.120452 0.01 0.00 0.00
H 5.086459 1.418694 -0.228871 0.00 -0.01 0.00
H 4.057222 2.734781 -0.771675 0.00 0.00 0.01
H 1.287073 1.594479 0.023941 -0.02 -0.02 0.02
H 1.893159 3.226595 0.365908 -0.01 -0.02 -0.04
H 1.321659 2.239466 1.705287 0.00 0.02 -0.01
H 1.881135 -2.425833 6.421340 -0.01 0.00 0.00
H 1.004350 -0.169029 7.705705 0.00 0.00 -0.01
H 0.385809 2.202160 6.740448 -0.06 -0.01 0.03
H -1.897832 1.655799 4.804836 0.02 0.00 0.03
H -1.870292 2.865879 6.102672 0.01 0.01 -0.02
H -1.912074 1.143423 6.493444 0.01 0.01 0.01
H 0.362599 2.426956 3.701068 -0.02 0.02 0.01
H 1.656730 2.918141 4.793592 0.01 -0.03 -0.01
H 0.118921 3.786383 4.802532 0.03 0.01 0.02
C -3.254993 -0.396501 -3.767824 0.01 0.00 -0.01
C -2.275520 -1.402786 -4.309149 0.01 -0.01 -0.05
C -2.697116 -2.328886 -5.258740 -0.01 -0.03 0.03
C -1.820756 -3.262031 -5.794110 0.00 0.00 -0.01
C -0.490044 -3.297682 -5.393700 0.01 -0.01 0.01
C -0.038981 -2.389781 -4.453298 -0.02 0.00 -0.02
C -0.925180 -1.436827 -3.943556 -0.06 -0.06 0.14
Sb -0.134384 0.075281 -2.738942 0.03 0.05 -0.41
C 1.941896 -0.173037 -2.774010 0.00 -0.02 0.09
C 2.668172 0.697928 -3.588237 0.01 -0.09 -0.04
C 4.008582 0.439146 -3.825735 0.00 0.02 0.00
C 4.606639 -0.663008 -3.228876 0.01 0.00 0.01
C 3.885444 -1.487448 -2.374760 0.01 0.02 0.04
C 2.538628 -1.253723 -2.113252 0.04 0.07 0.00
C 1.786003 -2.142017 -1.157794 0.00 -0.05 -0.03
C -0.638291 1.904403 -3.655207 -0.05 0.07 0.09
C -1.153002 2.901468 -2.822528 0.03 -0.02 0.05
C -1.587485 4.103382 -3.348298 0.01 0.00 -0.04
C -1.509628 4.304340 -4.721259 0.00 -0.01 0.02
C -0.996962 3.315400 -5.541625 0.03 0.00 -0.02
C -0.552179 2.090275 -5.038395 0.00 0.00 -0.02
C -0.024949 1.064773 -6.006827 -0.03 0.02 0.02
H -4.242019 -0.844024 -3.655617 0.00 0.00 -0.01
H -3.355313 0.455326 -4.444231 0.01 0.01 0.01
H -2.958009 -0.010493 -2.788123 -0.01 0.00 0.00
H -3.732200 -2.322867 -5.578162 0.00 0.00 0.00
H -2.181240 -3.973093 -6.525611 0.00 0.00 0.00
H 0.189844 -4.026383 -5.813561 0.00 0.00 0.00
H 1.001758 -2.401612 -4.151628 0.00 0.01 0.00
H 2.193702 1.558850 -4.044762 0.00 0.00 -0.01
H 4.581670 1.093782 -4.468270 0.00 0.00 0.00
H 5.652268 -0.871801 -3.413482 0.00 0.00 0.00
H 4.378741 -2.324578 -1.895647 0.00 0.01 0.00
H 2.457050 -2.536270 -0.394285 0.00 0.00 0.00
H 1.336981 -2.998184 -1.668884 -0.02 0.02 0.00
H 0.992164 -1.600875 -0.632707 0.01 0.00 0.00
H -1.212509 2.730432 -1.750617 0.00 0.00 -0.01
H -1.982555 4.880017 -2.706952 0.01 -0.01 0.00
H -1.846139 5.237086 -5.153519 0.01 0.00 0.00
H -0.929711 3.490644 -6.608609 -0.01 0.00 0.00
H 0.562162 1.552107 -6.784375 -0.01 -0.01 -0.01
H -0.847232 0.541395 -6.499844 0.00 -0.02 0.01
H 0.608834 0.313087 -5.537572 0.02 0.00 0.00
C -3.447226 0.305912 3.134331 -0.03 -0.01 0.02
C -2.863130 1.510987 2.557432 0.06 0.11 -0.04
N -1.644027 1.632048 1.971362 -0.21 -0.07 0.30
C -1.527492 2.891592 1.584672 -0.14 0.14 -0.04
C -2.726104 3.620841 1.927971 0.22 -0.06 -0.05
N -3.510088 2.728407 2.518657 -0.11 -0.06 0.05
H -2.676297 -0.439371 3.324186 0.00 0.00 -0.01
H -4.168117 -0.115387 2.420720 0.01 0.01 0.01
H -3.994484 0.534528 4.051241 0.00 0.00 -0.01
H -0.647842 3.285439 1.096260 0.00 0.01 0.02
H -2.987846 4.659906 1.787686 0.00 -0.01 -0.02
H -4.433622 2.908664 2.900908 0.01 -0.01 0.00
```
Forces are in eV/Å.